1.
# C5H28O11

11 unconnected molecules or ions with the total composition C5H28O11 at a distorted geometry (ωB97M-V with the def2-TZVPD basis set, the OMol25 dataset).

HOMO-LUMO gap = 0.32718 hartree
SMILES string = C=C/C(O)=C/C.O.O.O.O.O.O.O.O.O.O

The geometry in XYZ format:
```
44
Properties=species:S:1:pos:R:3:forces:R:3:nbo_charge:R:1
C -1.2957 0.2348 2.5113 -2.50 0.31 0.36 -0.40
C -1.1630 0.2314 1.1927 0.83 -0.54 1.16 -0.23
C 0.0903 0.5447 0.5070 2.36 -1.04 -0.94 0.18
O 0.8221 1.6954 0.7391 -2.06 1.10 0.19 -0.76
C 0.7081 -0.3424 -0.2656 -0.03 -1.21 -0.73 -0.20
C 1.9830 -0.2709 -1.0621 1.08 0.42 -0.87 -0.68
H -0.6066 0.6179 3.2199 0.86 0.29 0.28 0.19
H -2.3075 0.0636 2.9631 1.00 -0.23 -0.48 0.20
H -1.9528 -0.1228 0.5738 -0.52 -0.13 -0.28 0.23
H 0.0293 2.3225 0.7567 1.40 -0.08 0.50 0.51
H 0.3159 -1.3358 -0.2270 -0.70 -0.54 -0.19 0.19
H 2.8302 0.0167 -0.3947 -0.47 0.05 -0.74 0.24
H 2.2782 -1.2003 -1.6168 -0.57 0.35 1.22 0.25
H 1.9129 0.3856 -1.9803 0.05 0.06 1.39 0.22
O 0.5839 2.8798 -1.8688 0.93 -0.30 0.73 -0.97
H 1.4542 3.0710 -2.2694 -0.56 0.01 0.21 0.49
H 0.8266 2.2837 -1.1094 -0.21 0.71 -0.72 0.50
O 1.5550 -3.3804 1.4942 2.34 -0.17 -1.51 -0.98
H 0.6296 -3.4836 1.5738 -1.09 0.16 1.22 0.48
H 2.0293 -3.2389 2.3151 -0.70 0.13 0.22 0.49
O -2.8529 -1.1492 -2.7256 -0.98 -1.00 0.38 -0.96
H -2.6445 -0.8657 -1.8245 0.22 0.39 -0.60 0.49
H -2.1216 -0.9707 -3.3006 0.59 0.56 -0.03 0.47
O 1.4872 -1.1391 3.5967 0.18 -0.06 0.22 -0.94
H 0.6368 -1.5363 3.7815 -0.24 -0.44 0.05 0.47
H 1.2399 -0.2524 3.3407 0.26 0.42 -0.20 0.47
O -1.0802 -3.2146 2.1969 0.13 -0.77 0.58 -0.93
H -1.2522 -3.7584 1.4392 -0.34 -0.95 -0.49 0.47
H -1.3906 -2.3839 1.8897 -0.36 1.67 -0.11 0.48
O 0.3671 -1.5601 -3.1667 -0.31 -0.45 0.27 -0.95
H -0.2743 -1.6100 -3.8870 0.15 -0.20 0.14 0.48
H -0.0408 -2.0124 -2.4024 0.22 0.33 -0.67 0.49
O 3.2145 1.2764 2.2485 1.33 2.78 0.17 -0.99
H 3.4506 0.4440 2.5732 -0.34 -2.06 0.29 0.48
H 2.4054 1.4180 1.7851 -1.01 -0.76 -0.46 0.50
O -1.4406 2.7548 0.5633 -2.88 2.25 1.07 -0.96
H -2.3922 2.4795 0.7806 2.13 0.04 -0.59 0.52
H -1.4511 3.7004 0.8651 0.24 -0.99 -0.54 0.50
O 0.2418 1.1514 -3.9200 -1.87 2.51 -2.14 -1.01
H 0.1540 1.8827 -3.2847 0.48 -0.93 0.31 0.50
H 0.6701 0.3854 -3.6543 1.17 -1.80 1.56 0.48
O -2.6068 1.0768 -1.1585 1.80 -2.06 1.61 -1.00
H -3.3494 1.5365 -1.4614 -0.82 1.55 -1.34 0.50
H -1.6929 1.3750 -1.3277 -1.22 0.62 -0.50 0.52
```
Forces are in eV/Å.

=====

2.
# C5H29N2O8

9 unconnected molecules or ions with the total composition C5H29N2O8 at a distorted geometry (ωB97M-V with the def2-TZVPD basis set, the OMol25 dataset).

HOMO-LUMO gap = 0.31788 hartree
Charge = +1

The geometry in XYZ format:
```
44
Properties=species:S:1:pos:R:3:forces:R:3:nbo_charge:R:1
C 2.5589 -2.0783 0.7987 -0.56 -0.21 -0.09 -0.63
C 1.1282 -1.6943 0.3434 0.80 -0.58 -0.29 -0.03
C 0.6218 -2.3928 -0.9244 -0.44 -0.28 0.70 -0.46
C -0.9127 -2.4860 -0.8682 1.47 1.27 0.13 0.22
C -1.6178 -1.3515 -1.0279 -0.87 -0.67 -0.33 -0.59
N -1.3848 -3.7267 -0.5636 -0.95 -0.45 -0.35 -0.80
N 1.0524 -0.2070 0.1902 0.13 0.28 -0.69 -0.75
H 2.8651 -3.0571 0.4340 -0.35 -0.17 0.04 0.23
H 3.3576 -1.4208 0.4511 -0.25 0.33 0.24 0.23
H 2.4750 -2.1356 1.8813 0.76 0.16 0.10 0.23
H 0.4558 -1.9557 1.1486 -0.20 0.02 0.18 0.22
H 0.9845 -3.4174 -1.0082 0.30 0.06 0.33 0.23
H 1.0341 -1.8843 -1.7934 -0.37 0.14 -0.26 0.23
H -1.1984 -0.3593 -1.0408 0.23 -0.22 -0.51 0.19
H -2.6664 -1.3944 -1.2889 -0.35 0.06 0.77 0.22
H -0.8148 -4.4059 -0.0868 0.21 0.17 -0.28 0.40
H -2.3744 -3.8317 -0.3706 0.30 0.15 -0.02 0.40
H 0.5799 0.1421 -0.6527 -0.36 -0.29 0.02 0.46
H 1.9809 0.2194 -0.0229 -0.02 0.14 0.72 0.48
H 0.6191 0.2809 0.9770 0.29 0.05 0.15 0.46
H 2.4056 1.0336 3.4206 0.29 -0.21 0.22 0.48
H 3.8234 1.1652 2.7563 -0.06 -0.19 0.21 0.49
O 2.9408 1.5400 2.8058 -0.44 0.39 -0.36 -0.97
H -4.2334 1.1488 1.3944 0.08 -0.06 -0.06 0.48
H -2.8765 1.2956 0.7024 -0.06 0.04 0.17 0.46
O -3.6361 0.7076 0.7770 0.09 0.08 -0.04 -0.94
H -3.1056 2.8480 -0.7584 -0.18 -0.01 0.15 0.49
H -2.2470 4.0637 -0.9791 -0.02 0.20 0.13 0.48
O -2.6063 3.5160 -0.2705 0.33 -0.27 -0.29 -0.96
H -1.4195 -1.2081 -3.2414 0.07 -0.11 0.27 0.50
H -1.6270 -0.1228 -4.2969 0.14 0.06 -0.12 0.49
O -1.0416 -0.3900 -3.5803 -0.23 0.04 -0.69 -0.97
H 2.5055 2.2941 0.4424 0.17 -0.03 0.01 0.51
H 3.4460 2.0242 -0.7785 -0.11 0.09 -0.01 0.50
O 2.9636 1.6066 -0.0590 0.32 0.06 -0.08 -0.96
H 0.3565 0.4439 -2.9213 -0.06 0.22 0.16 0.51
H 0.8219 1.8843 -2.9456 0.13 0.07 0.22 0.49
O 0.8471 1.1022 -2.3830 -0.08 -0.28 -0.26 -1.00
H 0.1929 3.0348 1.9138 -0.16 0.34 -0.17 0.49
H -0.7651 2.8973 0.6554 -0.01 0.25 0.32 0.51
O -0.0708 2.4688 1.1825 0.13 -0.51 -0.19 -1.00
H -1.2568 -0.0707 2.3722 -0.23 0.07 0.22 0.47
H -0.7294 1.2348 2.9650 -0.15 -0.28 -0.05 0.48
O -0.8073 0.2876 3.1497 0.30 0.03 -0.33 -0.95
```
Forces are in eV/Å.

=====

3.
# C5H29NO11

10 unconnected molecules or ions with the total composition C5H29NO11 at a distorted geometry (ωB97M-V with the def2-TZVPD basis set, the OMol25 dataset).

HOMO-LUMO gap = 0.34574 hartree
SMILES string = CC(=O)NC[C@H](C)O.O.O.O.O.O.O.O.O.O

The geometry in XYZ format:
```
46
Properties=species:S:1:pos:R:3:forces:R:3:nbo_charge:R:1
C -1.2011 -1.7067 2.0425 -0.51 -2.08 -0.02 -0.74
C -1.9166 -0.9527 0.9639 0.53 1.50 -1.54 0.69
O -3.1278 -0.8421 0.8759 -0.45 -0.45 0.51 -0.65
N -1.1402 -0.3518 -0.0040 1.06 -0.71 0.88 -0.62
C 0.2854 -0.1232 0.1694 0.04 0.63 0.97 -0.28
C 0.6205 1.1043 1.0874 0.28 -0.19 0.01 0.09
C 2.1246 1.3700 1.2679 0.39 -0.34 -0.39 -0.66
O -0.0051 1.1296 2.3856 -0.60 0.73 0.20 -0.77
H -0.3504 -1.2746 2.5183 0.14 0.57 0.24 0.22
H -0.7478 -2.6418 1.6635 -0.22 0.35 -0.47 0.25
H -1.9391 -2.0963 2.7453 0.02 0.51 0.18 0.24
H -1.5667 0.1592 -0.7513 -0.46 0.01 0.13 0.39
H 0.7322 -1.0429 0.5256 0.31 -0.09 0.23 0.20
H 0.7590 0.1259 -0.7671 -0.25 -0.25 -0.18 0.26
H 0.0906 1.9491 0.6497 0.47 0.08 -0.47 0.19
H 2.6146 0.4144 1.5175 -0.24 0.74 0.46 0.22
H 2.6876 1.6907 0.3998 -0.58 0.08 -0.47 0.25
H 2.3165 2.1704 1.9883 -0.28 -0.47 0.38 0.21
H 0.0388 0.3818 2.9735 0.41 -0.43 -0.35 0.47
O 2.1081 -1.1612 2.8081 -0.78 0.21 0.16 -0.97
H 1.6626 -0.7477 3.5510 0.47 -0.24 0.46 0.46
H 2.7287 -1.8427 3.0811 -0.07 0.00 0.21 0.51
O 2.4541 0.9963 -1.6098 1.91 0.73 0.92 -0.98
H 2.4516 0.2155 -2.1482 -0.91 0.08 -0.52 0.49
H 1.7061 1.5954 -1.6823 -0.14 -0.59 -0.42 0.50
O -0.3067 -4.1437 -0.9227 -1.79 0.61 -0.68 -0.92
H -1.2528 -4.2790 -0.7342 0.36 -0.92 1.16 0.46
H -0.5890 -3.5642 -1.6497 1.45 0.37 -0.42 0.46
O -3.2033 1.8501 -1.3847 -0.09 -0.22 0.55 -1.00
H -3.8678 2.5412 -1.2963 0.08 0.08 -0.35 0.50
H -3.0446 1.6026 -0.4483 0.31 0.16 -0.39 0.52
O -2.2630 2.2096 1.1998 -0.30 0.55 -0.16 -0.99
H -1.4892 2.2818 1.7884 -0.54 -0.53 0.01 0.51
H -2.9748 1.7598 1.6660 0.33 -0.08 0.42 0.48
O 3.5586 -2.2643 1.1750 0.95 -0.87 -0.03 -0.95
H 3.5634 -1.3300 0.9776 -0.26 0.26 -0.25 0.48
H 2.8297 -2.6710 0.7070 -0.22 0.16 -0.21 0.48
O -0.0543 2.2650 -1.9331 0.30 0.32 -0.04 -0.96
H 0.2700 1.7894 -2.7056 -0.04 0.05 -0.13 0.48
H -1.0009 2.1260 -1.9867 -0.16 0.38 0.34 0.49
O 0.8660 -0.1387 -3.4856 0.15 -0.73 1.13 -1.02
H 1.5851 -0.1404 -4.1147 -0.70 0.46 -0.80 0.49
H -0.0114 0.2383 -3.6687 0.36 -0.07 -0.84 0.51
O -1.7064 0.6007 -3.3349 0.15 0.27 -0.21 -0.99
H -2.2587 1.0326 -2.6571 -0.45 -0.15 -0.22 0.51
H -2.0358 -0.2848 -3.4433 -0.42 -0.49 0.00 0.49
```
Forces are in eV/Å.

=====

4.
# C5H29NO8S

9 unconnected molecules or ions with the total composition C5H29NO8S at a distorted geometry (ωB97M-V with the def2-TZVPD basis set, the OMol25 dataset).

HOMO-LUMO gap = 0.32646 hartree
SMILES string = CCNCCCS.O.O.O.O.O.O.O.O

The geometry in XYZ format:
```
44
Properties=species:S:1:pos:R:3:forces:R:3:nbo_charge:R:1
C 0.6079 -2.7090 -1.8476 3.22 -0.41 0.03 -0.64
C 0.3688 -1.8897 -0.5779 0.43 1.10 -0.33 -0.23
N -0.1016 -0.4790 -0.8173 2.14 0.51 -0.48 -0.70
C 0.2042 0.3807 0.3077 -2.71 -0.79 3.45 -0.23
C -0.6148 1.6791 0.2052 2.24 -0.12 0.48 -0.42
C 0.0538 2.5209 -0.8588 -1.27 2.27 -2.43 -0.51
S 1.8335 3.1308 -0.6287 -0.24 -0.64 -0.17 -0.10
H 0.8441 -2.1441 -2.7799 -0.51 -0.07 0.84 0.22
H 1.6012 -3.2982 -1.6462 -1.79 0.86 -0.42 0.22
H -0.1101 -3.4590 -2.0629 -0.94 -0.47 -0.18 0.21
H 1.3048 -1.9610 0.0452 -1.30 0.60 -0.62 0.23
H -0.4675 -2.2635 -0.0023 0.14 -0.74 0.43 0.18
H 0.3269 -0.0193 -1.6357 0.01 -0.90 0.30 0.38
H 1.2357 0.6568 0.5430 0.31 -0.32 -0.46 0.17
H -0.1759 -0.1397 1.3123 0.79 0.73 -2.40 0.21
H -1.6446 1.4455 -0.0624 0.00 0.20 0.18 0.24
H -0.5256 2.2582 1.1627 -0.52 -0.54 -0.94 0.18
H -0.0731 2.1237 -1.9126 0.46 0.08 1.23 0.23
H -0.5754 3.4978 -0.9489 1.47 -1.24 0.21 0.23
H 2.7163 2.2892 -1.3276 -1.47 0.45 0.46 0.13
O 1.4510 0.2154 -3.4562 1.46 -0.31 2.30 -0.96
H 1.9896 0.0856 -4.2280 0.22 -0.03 -0.78 0.48
H 2.1168 0.0032 -2.7124 -1.46 0.35 -1.46 0.49
O -0.3072 1.1696 3.3945 0.87 0.95 0.19 -0.96
H -0.0872 1.9214 2.8146 -0.45 -0.60 0.52 0.48
H -1.2120 0.9088 3.2275 -0.67 0.36 -0.47 0.50
O -3.1744 0.5445 2.0971 2.70 2.35 2.08 -0.96
H -3.3114 -0.3448 2.2570 -0.49 -2.79 0.31 0.47
H -3.8145 0.7839 1.4835 -1.76 0.39 -1.80 0.49
O -2.5511 -0.8897 -1.6661 2.01 0.75 -1.02 -1.00
H -2.1429 -1.5009 -1.0395 -0.39 -0.09 0.05 0.47
H -1.6748 -0.3575 -1.8157 -2.13 -1.17 0.47 0.50
O 0.0422 -1.3595 3.3872 0.70 -7.52 -0.24 -0.95
H -0.6333 -1.4028 4.0061 -1.72 0.18 1.73 0.46
H 0.2158 -0.5368 3.1708 1.21 6.51 -1.21 0.48
O 3.4343 -0.6275 -0.6574 0.90 1.14 -0.05 -0.95
H 3.2709 0.2709 -0.2940 -0.11 -0.78 -0.13 0.48
H 4.4052 -0.6006 -0.8083 -0.86 -0.25 0.07 0.48
O 1.6497 -3.6923 1.2087 -2.88 -1.64 2.70 -0.92
H 1.1792 -3.9140 2.1071 0.24 0.47 -2.76 0.47
H 2.4283 -3.4866 1.6608 2.81 0.88 0.33 0.46
O -4.4390 -0.0405 -0.1388 -1.55 -1.50 0.49 -0.97
H -4.2464 -0.6867 -0.8326 0.08 -0.51 0.38 0.50
H -4.1269 0.6792 -0.6264 0.77 2.28 -0.91 0.46
```
Forces are in eV/Å.

=====

5.
# C5H2F6

A single C5H2F6 molecule at a distorted geometry (ωB97M-V with the def2-TZVPD basis set, the OMol25 dataset).

HOMO-LUMO gap = 0.39227 hartree
SMILES string = FC(F)=C/C=C(/F)C(F)(F)F

The geometry in XYZ format:
```
13
Properties=species:S:1:pos:R:3:forces:R:3:nbo_charge:R:1
F -2.7136 -1.2263 0.1088 0.73 0.36 -0.81 -0.30
C -1.3966 -1.0680 -0.0810 -1.84 -2.98 3.95 0.79
F -0.8294 -1.6827 0.9883 -0.09 1.04 -1.09 -0.31
C -0.8104 -0.6001 -1.1191 0.13 0.31 -0.75 -0.42
C 0.5804 -0.2886 -1.1158 0.53 -0.74 -0.02 -0.24
C 1.1576 0.3259 -0.1256 0.95 1.09 -0.20 0.31
F 2.4617 0.5754 -0.1900 1.03 -0.37 0.02 -0.30
C 0.5978 1.0700 1.0086 -1.83 0.85 1.46 0.92
F -0.5820 1.6359 0.7308 -0.85 0.03 -0.76 -0.32
F 0.3612 0.3240 2.0879 0.45 -0.63 0.48 -0.31
F 1.3498 2.0765 1.3879 1.32 0.56 0.15 -0.30
H -1.4945 -0.4639 -1.8997 -0.49 0.70 -1.37 0.25
H 1.3180 -0.6780 -1.7811 -0.04 -0.22 -1.04 0.24
```
Forces are in eV/Å.

=====

6.
# C5H2O

A single C5H2O molecule at a distorted geometry (ωB97M-V with the def2-TZVPD basis set, the OMol25 dataset).

HOMO-LUMO gap (alpha / beta) = 0.26939 / 0.24691 hartree

The geometry in XYZ format:
```
8
Properties=species:S:1:pos:R:3:forces:R:3:nbo_charge:R:1
C -2.0269 -1.0716 0.1083 0.66 0.59 -0.85 -0.14
C -1.1752 -0.2194 -0.0637 0.41 -0.42 0.47 -0.14
C 0.9662 1.1764 0.0571 0.24 -1.00 -0.32 -0.44
C -0.2112 0.7203 -0.0862 -2.57 -0.46 0.24 0.06
C 1.9227 0.0945 0.0460 0.24 -3.23 0.37 0.64
O 2.0384 -1.0671 0.0626 0.27 1.52 -0.05 -0.42
H -2.8263 -1.7318 -0.0284 -0.65 -0.51 0.34 0.23
H 1.3125 2.0987 -0.0958 1.39 3.52 -0.19 0.21
```
Forces are in eV/Å.

=====

7.
# C5H2O

A single C5H2O molecule (ωB97M-V with the def2-TZVPD basis set, the OMol25 dataset).

HOMO-LUMO gap = 0.35140 hartree
SMILES string = C#CC#CC=O

The geometry in XYZ format:
```
8
Properties=species:S:1:pos:R:3:forces:R:3:nbo_charge:R:1
C -1.8320 1.4725 1.6241 0.25 -0.26 -0.26 -0.11
C -1.3037 0.7331 0.8320 -0.18 0.29 0.30 -0.11
C -0.5336 -0.0427 -0.0067 0.39 -0.20 -0.16 0.00
C 0.2924 -0.6315 -0.6667 -0.24 0.41 0.37 -0.06
C 1.5352 -1.1195 -1.2428 0.27 0.20 -0.05 0.35
O 2.4529 -0.3612 -1.4552 -0.33 -0.40 -0.03 -0.47
H -2.2291 2.1518 2.3452 -0.10 -0.14 -0.14 0.24
H 1.6180 -2.2025 -1.4299 -0.06 0.09 -0.03 0.14
```
Forces are in eV/Å.

=====

| no. | total energy (eV) |
| --- | --- |
| 1 | -28159.1825 |
| 2 | -25010.2753 |
| 3 | -29667.6326 |
| 4 | -34358.3729 |
| 5 | -21520.5954 |
| 6 | -7258.6476 |
| 7 | -7260.3687 |